Record 1
30
Properties=species:S:1:pos:R:3:forces:R:3 method="wB97M-V/def2-TZVPD" largest_force_ev_per_a=1.438 gap_ev="6.236 / 6.061" energy_ha=-3176.7429 total_charge=+2 s2=30.005 relative_energy_kj_mol=318.9 spin_multiplicity=11
O -0.47906 -1.14170 -3.45410 0.082 -0.001 -0.057
O 1.76123 -2.87714 0.69586 -0.033 -0.504 -0.004
H 2.44821 2.80989 -0.23235 -0.033 0.057 -0.001
O -2.93557 1.12283 2.22807 -0.227 0.358 0.294
O 0.62405 1.40968 0.31424 -0.356 -0.313 -0.176
O -1.01726 0.00760 0.57063 0.694 -0.150 -0.735
C 0.16201 0.23008 0.05533 -0.710 0.576 0.744
O -1.25533 -1.98480 2.60534 -0.075 0.107 -0.319
H 3.40419 0.28608 1.48994 0.341 0.188 0.052
H 2.15517 1.14755 1.65203 0.152 0.115 -0.074
H 0.79178 -2.94274 0.83609 0.330 0.181 0.082
H -2.07169 -1.11223 -0.67201 -0.456 -0.030 -0.400
H -1.39871 -1.16919 -3.14371 0.141 -0.149 0.003
O -2.57800 -1.37249 -1.46281 0.200 0.139 0.354
H 2.16261 -3.57138 1.25537 -0.045 0.276 -0.216
H -3.46700 1.39133 3.00112 0.181 -0.002 -0.251
O 0.77533 -0.64884 -0.66197 0.473 0.176 0.412
Mn 2.41533 -1.75313 -0.92890 -1.258 0.477 0.507
H -3.31712 0.28722 1.91152 0.185 0.177 0.022
Mn -1.23946 1.97754 1.29358 0.599 -1.084 -0.342
H -1.32770 -1.31747 1.90533 -0.018 -0.281 0.154
H -3.47909 -1.04559 -1.35020 0.106 -0.122 -0.047
O 2.92304 0.81443 2.13030 -0.355 -0.268 0.017
O 0.82037 2.34202 -2.61761 -0.277 -0.232 0.173
H -0.04370 2.32352 -3.05126 0.265 0.014 -0.182
H 2.58925 3.09858 -1.73171 0.065 0.305 0.327
H 0.02887 -1.06530 -2.64464 -0.249 0.200 0.077
O 2.96838 3.31503 -0.86170 0.016 -0.328 -0.329
H 0.69951 1.85440 -1.79470 0.014 0.173 -0.119
H -2.11966 -2.41581 2.66293 0.248 -0.054 0.033

Record 2
23
Properties=species:S:1:pos:R:3:forces:R:3 method="wB97M-V/def2-TZVPD" largest_force_ev_per_a=2.550 gap_ev=10.975 energy_ha=-499.1013 relative_energy_kj_mol=132.8
O 2.74215 -0.46505 0.87696 0.699 -0.508 0.958
H 0.64047 3.48285 0.46090 0.786 0.237 0.410
O -0.28761 1.71456 -1.26700 -1.099 -0.497 2.036
H -1.29553 -2.87124 0.35032 -0.139 -0.129 -0.041
H 1.94704 -0.07507 1.27659 -0.251 0.135 -0.167
H -0.66650 0.85850 -1.50650 0.363 0.493 -0.676
H -1.84771 -0.46215 -1.95453 -1.261 1.133 0.993
H -0.62690 -2.11468 -0.77164 -0.376 -0.332 0.103
H -3.49408 -0.47892 -1.26055 -0.118 0.088 -0.521
C -2.61301 0.15709 -1.33901 0.429 -1.170 -0.350
H -0.63008 2.83518 0.32169 0.334 -0.119 1.125
H 2.76640 -0.16874 -0.01802 -0.084 0.496 -0.840
H 0.16917 1.37255 1.26392 0.216 0.368 0.166
O 1.37188 -2.70253 -0.10316 1.031 -0.530 -1.179
H -2.32952 0.20355 -0.27321 0.338 0.411 -0.627
H 0.23609 2.15257 -1.89160 0.980 0.217 -1.840
H 2.33140 -2.46244 -0.11130 -1.361 -0.069 0.374
O 0.24097 0.41949 1.42879 0.934 0.402 2.086
O -1.50384 -2.26657 -0.36979 0.673 0.106 0.032
H -2.83393 1.13021 -1.80411 0.098 -0.483 0.341
O 0.02846 3.02807 1.04382 -1.210 0.438 -1.315
H 1.00600 -2.28551 0.66341 0.194 0.513 0.851
H -0.15915 0.02273 0.70159 -1.177 -1.199 -1.918

Record 3
27
Properties=species:S:1:pos:R:3:forces:R:3 method="wB97M-V/def2-TZVPD" largest_force_ev_per_a=12.072 gap_ev=8.337 energy_ha=-650.2737 relative_energy_kj_mol=1373.2
H 0.26869 1.12068 1.73014 0.404 0.552 0.369
H -1.26007 0.54241 1.83512 -1.345 0.084 0.216
H -2.60861 -0.36152 0.50609 -1.775 0.652 -0.552
H 1.77826 0.86395 -0.55114 0.984 0.274 -0.027
O -2.73031 -0.85807 -0.30314 -4.311 -0.060 -6.076
H 3.66266 2.23116 1.09872 0.018 -0.284 -0.032
O 0.38152 -1.30989 -0.69538 10.377 -1.836 -5.890
H -0.88590 -2.70435 0.59695 0.198 -0.305 0.601
H -0.87428 -0.08662 -0.45330 -2.503 1.948 -0.322
O 3.05449 2.15895 0.35945 -0.005 1.016 -0.460
H 2.24433 0.47440 1.11863 0.789 -0.227 -0.492
O -1.06728 -1.76558 0.55174 0.025 -9.456 5.644
H -1.83509 0.38144 -2.44118 -0.334 0.068 0.055
H -0.51030 -1.44747 -0.15875 -0.762 -1.640 -0.442
H 0.94298 -1.81037 -1.28742 -0.016 -0.784 -0.146
H -2.13919 -1.60599 -0.21700 -2.279 0.086 -0.626
O 0.32782 0.53596 0.97460 1.362 0.186 5.862
H 0.39788 -0.41897 -1.04500 0.342 1.332 -1.562
H -1.33952 -0.75357 1.05665 0.096 0.047 2.192
H 0.21671 0.95260 -0.30604 -0.381 0.809 -0.053
H 3.37505 0.18162 -0.21395 0.282 0.001 -0.208
C 2.60293 0.85314 0.16153 1.196 -0.505 0.423
O -1.88441 -0.09120 1.48162 -0.695 5.446 6.846
O -1.45020 1.25657 -2.48849 -3.835 2.394 -6.844
H 0.65372 -0.28897 1.33449 0.220 -0.433 0.185
O -0.46583 0.65142 -0.90575 3.382 -0.898 3.398
H -0.85604 1.29825 -1.73919 -1.435 1.529 -2.060

Record 4
27
Properties=species:S:1:pos:R:3:forces:R:3 method="wB97M-V/def2-TZVPD" largest_force_ev_per_a=3.080 gap_ev=8.521 energy_ha=-650.7279 relative_energy_kj_mol=180.9
H -1.04027 -1.97571 1.53456 0.050 -0.090 -0.100
H 1.29374 0.39471 1.01412 -0.328 0.150 0.325
H -2.95886 -1.01265 -0.20469 -0.036 -0.111 -0.175
H -0.71508 1.18801 -0.04417 0.691 -2.864 -0.895
H -4.39917 -0.74592 -0.61763 0.055 -0.056 -0.043
O -1.75819 -2.38487 -1.53343 -0.205 0.076 0.046
H -0.18466 1.18239 -3.15810 0.022 0.011 -0.088
H -1.21423 -1.63412 -1.23881 0.321 0.027 0.068
H 0.07364 -2.92028 1.97240 -0.006 -0.025 -0.016
H 1.16332 -1.32661 0.92071 0.354 -0.227 -0.244
H -1.11168 2.61703 -0.84476 -0.003 -0.358 -0.127
H 0.08810 -0.04266 -2.27525 -0.229 -0.009 0.116
H -0.51323 2.66101 0.64381 0.072 0.054 0.445
H 5.19828 0.44051 -0.33442 0.033 -0.029 -0.026
C 1.08639 -0.42699 0.30407 -0.408 0.706 0.425
H 1.13982 2.90977 2.38898 0.009 -0.019 -0.121
O -1.06607 2.14864 0.00040 -0.296 1.434 0.514
O -3.64503 -0.33370 -0.18773 0.047 0.183 0.165
O 4.91609 -0.43635 -0.05748 0.003 0.086 0.058
H -0.27112 3.17040 2.91391 -0.065 0.017 -0.064
H 1.96031 -0.30019 -0.34991 -0.121 -0.630 -0.542
O 0.27131 3.22971 2.11840 -0.080 -0.073 -0.110
H -1.18048 -3.14902 -1.46058 -0.023 -0.005 0.070
O -0.16789 -0.32692 -0.30999 0.038 1.665 0.223
O -0.04927 0.23331 -3.20159 0.173 0.016 0.102
O -0.87031 -2.76598 2.06578 -0.051 0.147 0.026
H 3.95454 -0.39353 -0.05859 -0.018 -0.075 -0.030

Record 5
41
Properties=species:S:1:pos:R:3:forces:R:3 method="wB97M-V/def2-TZVPD" largest_force_ev_per_a=2.528 gap_ev=2.909 energy_ha=-1650.6286 total_charge=+2 relative_energy_kj_mol=0.0
C -21.17518 6.35360 -4.09535 -0.526 -0.336 -0.278
H -19.42254 8.39961 -0.81852 -0.421 0.148 -0.491
O -17.84220 9.53891 1.06214 -0.267 -0.048 0.072
Li -21.04720 5.26051 0.27095 -0.352 -0.569 0.347
O -20.03077 8.41326 1.98254 -0.674 -0.552 -0.342
H -21.73542 7.10390 -4.65504 0.131 0.190 0.170
O -15.41706 3.34600 -2.18574 -0.295 0.211 0.146
O -20.38241 6.93472 -3.10652 0.153 0.149 0.259
H -17.93663 6.72263 3.86285 0.087 -0.051 -0.038
H -16.48716 4.27034 1.06987 0.110 -0.039 0.207
H -20.55226 5.84030 -4.86156 0.143 0.097 0.206
H -17.97966 8.77559 0.48882 0.649 -0.061 -0.234
H -16.49132 4.59833 2.59415 0.117 -0.073 -0.094
O -19.38129 5.88295 1.12192 -0.823 0.398 0.255
H -16.35682 8.90913 -2.89700 -0.074 0.083 -0.033
H -20.47088 4.40677 3.97717 0.003 -0.062 -0.007
H -18.18924 6.39252 2.35684 0.078 -0.054 0.548
O -18.16300 7.18569 -0.65388 -0.364 0.648 -0.138
Li -16.40149 6.48070 -0.51097 0.276 -0.092 0.095
O -20.22221 3.99918 3.13978 -0.172 -0.133 -0.229
P -18.74687 5.82712 -0.26349 1.649 -1.906 -0.190
H -20.23099 6.28271 -2.37448 0.152 -0.157 -0.354
O -16.27974 3.90505 1.94508 -0.275 0.112 0.003
H -19.22207 1.80637 1.15438 -0.004 -0.069 -0.112
O -17.49398 6.55598 3.01937 -0.009 0.058 -0.377
H -20.84549 8.37281 -1.48113 0.003 0.029 0.012
In -18.35723 2.94764 -2.36632 0.218 -0.255 0.586
H -15.34796 4.28433 -2.38371 0.212 -0.058 -0.224
O -17.50115 4.90234 -0.30498 -0.087 0.562 -0.028
O -17.24844 9.13203 -2.60421 -0.078 -0.119 0.213
H -18.40456 3.08293 0.98402 0.197 -0.206 0.117
H -17.48436 8.54406 -1.87239 0.196 0.129 -0.441
O -18.92031 2.43505 0.48511 -0.103 0.323 -0.238
H -19.21696 8.90018 1.69902 0.249 0.486 0.138
H -21.84926 5.59359 -3.68307 0.066 0.037 -0.047
H -19.89575 7.46314 1.76491 0.183 0.306 0.188
O -20.26353 8.91056 -0.91464 0.256 -0.192 0.491
H -14.58143 3.12544 -1.75191 -0.088 -0.221 -0.049
H -17.02680 9.38136 1.55380 -0.010 0.059 0.086
H -19.95088 4.70739 2.55036 0.188 0.129 0.268
O -19.79838 5.17143 -1.17161 -0.695 1.100 -0.463

Record 6
43
Properties=species:S:1:pos:R:3:forces:R:3 method="wB97M-V/def2-TZVPD" largest_force_ev_per_a=12.807 gap_ev=7.289 energy_ha=-1032.6036 total_charge=+1 relative_energy_kj_mol=1628.9
H -0.36561 3.49256 -0.50475 -0.212 0.937 -0.258
H -2.77863 -1.33630 1.89540 -0.429 -0.382 0.317
H 1.94132 -0.43363 -0.84139 2.109 -0.131 -1.356
H -1.20111 0.51377 0.85630 0.061 1.456 -0.669
H -1.06361 1.68131 1.81015 -0.232 -0.613 0.857
O 1.20864 0.95003 -2.18150 3.162 1.816 -0.414
O 0.40650 -1.38640 2.01336 2.833 1.995 4.118
H -1.63804 -0.39396 1.57459 -0.762 -0.634 1.976
H -1.55151 -2.12057 -1.41357 -0.592 0.140 -0.324
H 1.16330 1.48450 0.36701 -1.509 -1.960 -2.474
O -0.71943 0.16240 -3.00910 -3.010 -1.388 -1.390
O 2.88536 -0.56229 -0.93344 1.328 -0.472 -1.884
H 3.18932 -0.75233 -0.04591 -0.165 0.198 -1.021
O -1.57866 0.89030 1.65124 -0.658 3.063 1.632
O -0.64367 -2.76569 0.76377 2.397 -5.303 1.362
C 0.12691 -0.22645 -0.18249 -0.674 -2.453 -1.152
H 1.22442 1.77860 1.85598 0.487 -0.378 0.921
O -0.89990 -2.81461 -1.31390 -1.181 0.020 -7.229
H 0.79743 0.86744 -1.32108 0.630 1.215 -0.761
O -0.83814 2.85008 0.02959 -4.990 11.765 0.830
H 0.91700 -2.12361 1.67850 -0.930 -1.009 0.102
H 3.26530 -0.87807 1.40546 0.537 0.031 0.997
H 1.53123 2.91893 0.83073 0.545 0.618 0.125
H -0.16527 -0.50281 -1.19558 -0.502 0.091 0.493
O 0.09221 1.17487 -0.02676 4.744 -11.687 -1.883
H -2.53058 0.32690 -0.57245 -0.512 -0.240 -0.265
H -0.48233 -0.80934 0.50828 1.247 1.061 -1.653
H 0.55276 1.39360 -2.71936 0.784 2.153 -0.513
H -0.67909 -0.72415 -3.36777 -0.265 -0.065 -0.674
O -1.92441 -1.30071 1.46498 -7.231 3.143 2.300
H 1.16831 -0.54414 -0.13089 -2.228 -0.291 2.025
H -0.40561 1.99350 0.00150 -1.095 -1.186 -0.712
H -1.24251 1.04413 -0.91644 -1.151 -0.352 -1.154
O -2.19396 1.12092 -0.98770 -1.172 0.045 -0.122
H -0.86412 3.09471 0.95754 -0.587 1.373 -0.044
O 1.65329 1.98623 1.02257 5.689 4.455 4.776
H 1.77443 -0.86059 1.66794 -0.848 0.151 0.797
H -0.25509 -2.63860 -1.99909 0.424 -0.301 -0.441
H -1.32858 -2.13850 0.99565 -0.220 -3.224 -1.367
H -0.49123 -1.57104 1.73727 1.734 -0.895 1.774
H 0.15033 0.31099 -2.63808 0.081 -2.275 -0.639
O 2.50259 -0.29971 1.40069 1.468 0.624 1.331
H -0.70953 -2.85226 -0.18723 0.894 -1.110 1.664

Record 7
47
Properties=species:S:1:pos:R:3:forces:R:3 method="wB97M-V/def2-TZVPD" largest_force_ev_per_a=3.788 gap_ev=9.322 energy_ha=-1334.7073 total_charge=-1 relative_energy_kj_mol=42.7
H -1.51666 2.27502 2.93720 0.303 -0.290 -0.103
H 1.37663 0.96142 2.99415 -1.274 -0.356 0.744
H 0.54778 -3.87329 -1.00978 1.089 0.805 -0.982
H 0.02461 0.41335 2.64001 -0.182 -0.073 0.257
H -2.53638 -0.48907 -1.73814 0.624 -1.525 -0.151
H 4.09640 0.95327 -0.16822 -0.320 -0.729 -0.476
O 0.60220 0.53661 -0.26195 -0.306 -1.390 -0.730
H -1.89788 1.79059 -1.08918 0.096 0.295 0.041
H 2.07873 3.37919 -1.83495 0.238 0.628 0.206
H -1.35615 -2.20288 -1.32302 0.051 0.580 -1.055
H -0.89192 -3.13070 2.59344 0.663 0.175 1.446
H -3.10395 -2.37892 0.58430 0.316 -0.259 0.232
O -1.89228 -2.42960 -2.12765 0.876 1.440 0.525
H -0.56468 0.48666 -3.21986 -0.654 -0.069 -0.119
O -1.61142 2.28315 1.97976 -0.437 0.750 -0.411
O 0.31254 0.23325 -2.95385 0.647 0.301 -0.215
O -3.19074 -1.43450 0.69081 0.004 1.038 -0.285
O 0.85445 2.93520 0.88997 0.896 0.043 -1.641
H -3.62034 0.40815 -1.37119 -0.042 0.298 0.126
C -0.27496 -0.33149 0.32739 1.496 0.288 -0.216
H -2.27519 -1.08250 0.82022 -1.179 -0.636 0.284
H -0.53375 -3.68169 -0.03983 -1.797 2.009 1.715
H 3.05219 -1.46423 0.08603 -1.536 -0.268 -0.058
H -2.21139 -3.23759 -1.79305 -1.084 -1.923 0.031
O -0.43196 -1.46524 -0.13406 1.183 -0.840 -2.751
H -0.67513 -2.41886 1.18609 -0.691 -0.782 1.186
H 2.76688 0.48343 1.17265 -0.006 -0.049 -0.824
O -0.00726 -4.32096 -0.40732 1.027 -3.505 -1.005
H -1.25020 2.72880 -2.06115 -0.062 0.112 0.002
H 3.07249 0.71506 -1.26255 -0.335 0.025 -0.185
O 2.23701 2.46732 -2.05702 1.765 0.522 0.740
O 3.52300 0.25070 -0.54763 1.184 1.095 0.472
H 1.42577 -1.60298 0.23530 0.627 0.133 -0.315
H 0.89564 1.34887 0.21408 -0.767 -0.347 0.817
O -2.74783 0.43318 -1.78231 -0.694 0.744 -0.001
O 0.46624 0.84252 3.38244 1.194 0.439 0.524
H -0.06530 2.84873 1.15493 -1.145 -0.014 1.111
H 2.78838 1.81955 1.98127 0.094 1.549 -0.617
O 2.26839 -2.05749 0.12865 1.211 -0.655 0.193
H -1.37989 1.38218 1.65944 -0.191 0.229 0.570
O -1.16759 -3.12544 1.70431 -0.298 0.388 -1.848
H 1.41892 2.18566 -2.39033 -2.014 -1.335 -1.048
O 2.67762 0.89350 2.02776 0.640 -1.341 1.228
O -1.45829 2.66846 -1.12273 0.254 0.016 -0.141
H 0.71928 2.97069 -0.07860 0.124 0.566 0.462
H 0.27233 0.12204 -1.99317 0.088 -0.019 -0.051
O -0.81631 -0.08914 1.37734 -1.678 1.939 2.315

Record 8
7
Properties=species:S:1:pos:R:3:forces:R:3 method="wB97M-V/def2-TZVPD" largest_force_ev_per_a=3.536 gap_ev=12.493 energy_ha=-269.4836 relative_energy_kj_mol=0.0
N -3.88140 -0.00355 0.03301 -2.273 -0.002 0.072
C -2.75379 0.01172 -0.05057 0.185 -0.052 -0.091
H 0.36612 -1.01897 -0.28720 -2.349 -0.823 1.046
O -0.59666 1.19542 0.01365 -3.438 0.160 -0.809
O -0.59528 -1.18920 0.03678 2.198 0.662 -1.393
H 0.27766 1.00718 0.17675 3.369 -0.138 0.605
B -1.27103 0.00188 -0.04805 2.309 0.192 0.570

Record 9
6
Properties=species:S:1:pos:R:3:forces:R:3 method="wB97M-V/def2-TZVPD" largest_force_ev_per_a=6.841 gap_ev="3.398 / 3.601" energy_ha=-136.5740 s2=0.758 spin_multiplicity=2
Be 1.09220 -1.48016 -0.97489 3.829 -3.557 -3.431
H -0.63697 -0.93601 0.47271 -0.162 -0.053 -1.126
H -2.10765 1.52395 0.53254 0.341 0.324 0.079
C 0.14414 -0.64865 -0.28803 -4.467 1.321 5.011
Li -0.42313 2.01342 0.41136 -0.599 -0.506 -0.033
O 0.55667 0.52136 -0.14227 1.058 2.471 -0.500

Record 10
7
Properties=species:S:1:pos:R:3:forces:R:3 method="wB97M-V/def2-TZVPD" largest_force_ev_per_a=3.657 gap_ev="7.913 / 10.112" energy_ha=-435.7571 total_charge=+2 s2=0.753 spin_multiplicity=2
H -1.03444 0.80319 0.96524 -0.018 0.118 -0.749
Bi 0.08772 -0.67915 -1.88819 0.148 -1.751 -3.208
Li 0.55490 -2.64250 0.80667 0.117 -0.778 0.807
H 0.66366 1.77862 0.88159 -0.151 -0.108 -0.308
F -0.03478 1.16566 -1.05530 -0.578 1.949 3.030
C -0.06894 1.05448 0.52857 0.490 0.982 -0.212
O -0.16811 -1.48031 -0.23858 -0.008 -0.413 0.640

Record 11
8
Properties=species:S:1:pos:R:3:forces:R:3 method="wB97M-V/def2-TZVPD" largest_force_ev_per_a=4.734 gap_ev=9.195 energy_ha=-5735.8888 relative_energy_kj_mol=173.4
O 0.31981 -0.16247 -0.36617 0.258 -0.400 -0.343
H -1.16398 -1.53677 -0.86703 -0.709 1.683 0.518
C -1.23330 -0.43744 -0.58793 3.190 0.543 0.278
Br -2.39998 0.07609 0.86656 0.386 -0.614 0.294
S 2.08489 0.33198 0.04181 -4.601 -0.229 -1.091
O 2.53742 -0.63475 0.95928 0.798 -0.979 0.641
Br 1.43538 2.04097 1.23925 0.134 0.773 0.319
H -1.58024 0.32239 -1.28578 0.544 -0.777 -0.615